# 1
9
Properties=species:S:1:pos:R:3 method="wB97M-V/def2-TZVPD" max_force_ev_per_a=1.5 total_charge=-1 orbital_gap_ev=7.445
O 1.31679 0.53207 -1.65620
C 0.67052 -0.00456 -0.75422
N 0.22038 0.61925 0.35313
C -0.88748 -0.11744 1.20048
O -1.27387 -1.23157 0.65433
H 0.50240 -1.08115 -0.84850
H 0.32277 1.61958 0.45666
H -1.71125 0.67997 1.32732
H -0.52743 -0.21665 2.23636

***

# 2
9
Properties=species:S:1:pos:R:3 method="wB97M-V/def2-TZVPD" max_force_ev_per_a=4.0 total_charge=+1 orbital_gap_ev="6.245 / 6.247"
C 0.36873 -0.17011 -0.30767
C -0.29489 -1.48336 -0.29986
N -0.09712 3.60575 1.09189
O 0.59094 2.76619 0.99830
O 0.01731 0.62282 0.51462
H 0.94480 0.21491 -1.18229
H 0.36246 -2.36327 -0.24008
H -1.01744 -1.50118 -1.09444
H -0.87479 -1.69175 0.51953

***

# 3
9
Properties=species:S:1:pos:R:3 method="wB97M-V/def2-TZVPD" max_force_ev_per_a=3.8 total_charge=+1 orbital_gap_ev=11.140
C -1.52582 -0.00514 0.05890
C -0.19444 0.24424 0.51977
N 0.99390 -0.14423 -0.31214
O -2.36029 -0.80727 -0.06041
O -1.06250 1.15610 -0.16246
H 0.17637 0.45690 1.45504
H 0.60862 -0.52887 -1.18331
H 1.52968 -0.95466 0.19259
H 1.83449 0.58293 -0.50798

***

# 4
9
Properties=species:S:1:pos:R:3 method="wB97M-V/def2-TZVPD" max_force_ev_per_a=5.8 total_charge=+1 orbital_gap_ev=9.736
C -2.25408 -0.22429 0.05592
C 2.53835 -0.09073 -0.11108
N 1.34676 0.30736 -0.12503
O 3.59796 -0.45322 -0.01263
O -1.26662 -0.48646 -0.52244
H -2.57922 0.70042 0.62478
H -3.19050 -0.91386 0.14580
H 1.38191 1.29443 0.25619
H 0.42545 -0.13365 -0.31151

***

# 5
9
Properties=species:S:1:pos:R:3 method="wB97M-V/def2-TZVPD" max_force_ev_per_a=7.5 total_charge=+1 orbital_gap_ev="7.563 / 7.565"
C -1.01661 -1.01698 0.22743
C 0.40290 1.43026 -0.03070
N -1.98657 -0.36131 0.08252
O -2.98745 0.20527 -0.14965
O -0.74521 1.53847 0.16803
H -0.78261 -1.95387 -0.27948
H -0.07064 -0.86017 0.87086
H 1.11773 2.40886 -0.21254
H 1.04205 0.52370 -0.26632

***

# 6
9
Properties=species:S:1:pos:R:3 method="wB97M-V/def2-TZVPD" max_force_ev_per_a=5.0 total_charge=+1 orbital_gap_ev=8.616
C -3.23200 -0.18797 -0.05732
C -0.57288 -0.21368 -0.07972
N 1.37574 1.13719 -0.02835
O -3.47710 0.86102 0.09881
O -0.06425 0.88156 -0.12813
H -3.49857 -1.24543 -0.24024
H 0.11207 -1.21998 0.07552
H 1.84250 0.27505 0.13716
H 1.40257 1.89745 0.61108

***

Table of E_tot (eV), in record order: -7724.117 -7712.176 -7714.003 -7714.777 -7710.372 -7709.923